Entry 1:
# HO3S3

An isolated ion of composition HO3S3 and charge -1 in a non-equilibrium geometry (ωB97M-V/def2-TZVPD, OMol25).

The total charge is -1. Its structure (SMILES) is O=S(=O)([S-])OS. Its HOMO-LUMO gap is 7.364 eV. The value obtained for the relative energy (zero: lowest compared OMol25 entry of this formula, charge and spin) is 48.02 kcal per mole. As for the HOMO energy: -4.34 eV.

XYZ file:
```
7
Properties=species:S:1:pos:R:3:forces:R:3:mulliken_charge:R:1
O -2.2992 -0.4240 1.4952 0.5 -0.4 1.4 -0.50
S -2.4255 -0.0889 0.1213 -1.6 -0.5 -2.1 0.84
O -1.8331 -1.0057 -0.8646 0.0 0.9 0.9 -0.60
S -4.5044 0.1305 -0.3268 2.4 0.6 0.2 -0.51
O -1.4475 1.3372 -0.0302 -0.6 0.2 0.0 -0.32
S 0.2322 1.0422 0.2820 -1.2 2.8 0.7 -0.02
H -0.0586 -0.0924 -0.1330 0.6 -3.6 -1.2 0.11
```
Forces are in eV/Å.


Entry 2:
# C35H59BN3O23P

A 6-piece molecular cluster, C35H59BN3O23P overall in a non-equilibrium geometry (ωB97M-V/def2-TZVPD, OMol25).

Its structure (SMILES) is [H]/N=C(\C)C[C@@]1(B(O)OCC)C(=O)N[C@H](CN)[C@]1(CCOC(=O)CC)P(=O)(O)O.C[C@@H]1COC(=O)O1.C[C@@H]1COC(=O)O1.C[C@@H]1COC(=O)O1.C[C@@H]1COC(=O)O1.C[C@@H]1COC(=O)O1. Its HOMO-LUMO gap is 9.143 eV. As for the HOMO energy: -9.56 eV.

XYZ file:
```
122
Properties=species:S:1:pos:R:3:forces:R:3:mulliken_charge:R:1
H -2.4006 1.4912 3.4520 -0.6 0.5 -0.5 0.29
N -3.0011 1.6381 2.6144 0.4 -2.5 -1.6 -0.66
C -2.8071 0.5649 1.8895 0.7 0.2 1.4 0.76
C -1.8331 -0.5807 2.4772 -1.2 -0.6 -1.4 -0.35
C -3.5072 0.2835 0.4753 -0.8 -0.2 1.3 -1.18
C -2.9363 1.1603 -0.7456 -0.2 1.6 -0.1 0.79
B -4.0953 2.3283 -0.8610 -1.4 1.5 -1.1 0.92
O -3.8016 3.7328 -0.5841 -0.6 -2.5 0.9 -0.63
O -5.4429 2.0510 -1.2836 2.5 0.2 2.4 -0.61
C -6.4129 2.9016 -0.6195 -1.8 0.3 -0.9 -0.29
C -6.8214 4.0661 -1.6417 -0.8 -0.4 -0.4 -0.83
C -1.5305 1.6837 -0.1790 0.7 0.7 0.5 -1.49
O -1.1789 2.7369 0.3598 -1.3 -3.4 -1.7 -0.54
N -0.6279 0.5643 -0.5241 -0.1 1.1 -0.5 0.36
C -0.9121 0.3640 -1.9931 1.8 -0.1 1.6 -0.46
C 0.0009 1.5088 -2.6399 1.3 -0.2 -0.3 -0.82
N 0.3279 1.2741 -4.1067 0.1 -0.5 1.0 -0.39
C -2.5140 0.4055 -2.1268 0.2 -0.4 -0.5 1.88
C -3.3014 -1.0038 -2.3580 0.4 -0.5 0.1 -1.03
C -2.4204 -2.2927 -2.0777 -0.2 -0.5 -1.6 -0.81
O -1.8284 -2.3567 -0.7551 1.1 -0.5 -0.2 -0.02
C -1.0070 -3.5010 -0.5829 -0.9 -2.3 0.4 0.22
O -1.5413 -4.6165 -0.4535 1.8 3.7 -0.6 -0.54
C 0.5754 -3.2923 -0.5078 -0.4 0.3 0.4 -0.25
C 1.0531 -2.4679 0.7791 0.8 -0.1 0.3 -0.52
P -3.0028 1.2828 -3.7586 -4.7 0.7 -1.8 1.05
O -4.5307 1.2498 -3.9951 4.0 0.0 0.9 -0.78
O -2.5426 2.9059 -3.8316 0.2 -2.2 0.6 -0.32
O -2.3444 0.4300 -5.1059 -0.2 2.3 2.1 -0.56
H -2.1607 -1.5670 1.9797 0.6 1.3 0.9 0.05
H -2.0021 -0.6932 3.5933 0.5 0.3 -1.4 0.02
H -0.7470 -0.4263 2.1733 -1.3 0.1 0.7 -0.07
H -3.4951 -0.8404 0.3285 0.2 1.4 -0.1 0.30
H -4.6132 0.5680 0.6301 1.6 -0.5 -0.3 0.47
H -3.9711 3.8652 0.3813 0.6 0.2 -1.0 0.32
H -7.3513 2.2506 -0.4701 1.5 0.8 -0.1 0.33
H -6.1136 3.2567 0.4171 -0.1 -0.3 -1.4 0.31
H -6.8436 5.1087 -1.1928 0.3 -1.3 -0.5 0.25
H -7.8879 3.8387 -2.0118 1.5 0.4 0.5 0.29
H -6.1648 4.0049 -2.5836 -0.8 0.2 1.7 0.20
H -0.6585 -0.2793 0.0574 -0.5 0.5 -0.4 -0.29
H -0.3294 -0.5811 -2.2325 -1.4 0.8 -0.1 0.04
H -0.3568 2.5738 -2.4678 0.2 -1.4 -0.2 -0.10
H 1.0170 1.4356 -2.1040 -1.9 0.1 -0.2 0.54
H 0.0904 0.2850 -4.3098 0.3 0.9 -0.1 0.27
H 1.3582 1.3553 -4.1824 -1.0 -0.1 -0.1 0.32
H -3.6376 -1.0813 -3.4574 0.6 0.0 1.7 0.51
H -4.2777 -1.0495 -1.7564 1.6 0.3 -0.8 0.28
H -3.0742 -3.2111 -2.2555 0.8 1.2 0.4 0.45
H -1.5551 -2.3673 -2.8371 -1.3 0.3 0.9 0.45
H 0.9567 -2.7204 -1.4272 -0.7 -1.0 1.1 0.23
H 1.0268 -4.3430 -0.4470 -0.8 1.6 -0.3 0.38
H 0.5196 -2.7528 1.7435 0.5 0.3 -1.4 0.24
H 1.0132 -1.3340 0.6600 -0.1 -1.5 0.0 -0.05
H 2.1624 -2.7269 0.9505 -1.6 0.4 -0.3 0.35
H -2.2989 3.2870 -2.9619 -0.2 -0.3 -0.5 0.33
H -2.4741 1.0806 -5.8400 0.2 -0.8 0.5 0.38
C -1.3100 -7.2813 0.6496 0.4 0.0 0.0 -1.36
C -0.8164 -8.5615 1.2870 -0.7 0.8 -0.6 0.55
C -1.1213 -8.6731 2.7525 -0.6 -0.2 0.3 -0.51
O -0.0916 -9.5474 3.2051 0.5 0.0 -0.2 -0.32
C 0.9667 -9.3693 2.3654 0.9 -0.3 0.1 0.63
O 2.0628 -9.8054 2.5551 -0.7 0.3 -0.1 -0.53
O 0.6087 -8.6247 1.2804 0.2 -0.4 0.6 -0.35
H -0.8724 -7.1544 -0.3425 -0.2 -0.1 0.1 0.34
H -2.3979 -7.2847 0.5571 0.1 0.0 0.0 0.39
H -1.0146 -6.4080 1.2354 0.0 -0.1 0.0 0.25
H -1.1911 -9.4270 0.7291 0.0 0.0 0.1 0.26
H -2.1062 -9.1016 2.9456 0.2 -0.1 0.1 0.33
H -1.0311 -7.7247 3.2908 0.0 0.1 -0.2 0.31
C 6.0378 -1.0592 3.0680 -0.1 -0.2 0.3 -1.55
C 4.9781 -0.4030 2.2112 1.1 -0.7 0.4 0.92
C 5.1300 1.0812 2.0883 0.4 0.4 -0.4 -0.37
O 3.7938 1.4973 1.8204 -0.6 -0.4 0.2 -0.31
C 2.9765 0.5711 2.3977 -0.7 0.1 0.1 0.60
O 1.7937 0.6965 2.5285 0.7 -0.1 -0.1 -0.53
O 3.6876 -0.5191 2.8086 -0.6 0.7 -0.3 -0.36
H 5.7555 -2.0879 3.3041 0.1 0.0 -0.2 0.38
H 7.0031 -1.0663 2.5576 -0.1 0.0 -0.1 0.36
H 6.1527 -0.5386 4.0227 -0.1 0.1 -0.1 0.36
H 4.9356 -0.8889 1.2300 0.0 0.1 0.0 0.11
H 5.7948 1.3678 1.2741 -0.2 0.1 0.1 0.04
H 5.4642 1.5650 3.0109 0.0 -0.2 0.0 0.31
C -0.1124 1.0464 8.2349 -0.3 0.3 0.0 -1.46
C -0.6200 -0.2900 7.7398 0.6 0.8 0.5 0.56
C -0.0590 -0.7034 6.4102 0.6 -0.2 -0.1 -0.45
O -1.0780 -1.5665 5.9124 -0.5 0.1 0.1 -0.28
C -2.2479 -1.1483 6.4734 -0.9 -0.2 -0.1 0.68
O -3.3311 -1.5261 6.1394 0.7 0.2 0.1 -0.55
O -2.0179 -0.2401 7.4635 -0.2 -0.5 -0.5 -0.36
H -0.7122 1.3941 9.0791 0.1 -0.1 0.0 0.36
H 0.9312 0.9758 8.5489 -0.1 -0.1 0.0 0.38
H -0.1906 1.8118 7.4582 0.0 -0.1 0.0 0.34
H -0.4583 -1.0587 8.5037 0.0 0.0 -0.1 0.25
H 0.8891 -1.2358 6.5011 -0.2 -0.1 -0.1 0.32
H 0.0628 0.1281 5.7091 0.0 0.1 0.2 0.24
C -0.6860 5.0918 -5.4837 0.3 -0.1 -0.3 -1.26
C -0.3694 6.1822 -4.4843 -0.4 -1.0 -0.6 0.65
C -1.2067 7.4182 -4.6405 -0.6 0.1 0.3 -0.48
O -0.3612 8.4221 -4.0868 0.5 -0.1 -0.1 -0.32
C 0.9199 7.9944 -4.2665 0.8 0.5 0.1 0.57
O 1.8905 8.6679 -4.0877 -0.6 -0.4 -0.1 -0.54
O 0.9469 6.6950 -4.6801 0.0 0.7 0.3 -0.37
H 0.0894 4.3220 -5.4683 -0.2 0.0 0.2 0.30
H -1.6482 4.6267 -5.2631 0.1 0.0 0.0 0.23
H -0.7162 5.4857 -6.5035 0.0 0.1 0.1 0.40
H -0.4236 5.7834 -3.4647 -0.1 0.1 0.0 0.17
H -2.1489 7.3598 -4.0930 0.2 0.2 0.0 0.31
H -1.4133 7.6767 -5.6834 0.1 -0.2 0.0 0.31
C 6.8550 0.8305 -3.7830 0.3 -0.1 -0.2 -1.46
C 6.6718 0.0668 -2.4901 -0.2 0.6 -1.0 0.48
C 6.6847 0.9305 -1.2620 -0.5 0.4 0.2 -0.49
O 7.1171 0.0146 -0.2580 0.2 -0.3 -0.1 -0.26
C 7.8802 -0.9224 -0.8920 0.7 -0.8 0.2 0.58
O 8.5529 -1.7354 -0.3340 -0.5 0.6 -0.3 -0.53
O 7.7735 -0.8046 -2.2455 0.0 -0.1 0.8 -0.35
H 7.0596 0.1432 -4.6070 -0.2 0.0 0.1 0.37
H 5.9628 1.4130 -4.0226 0.0 -0.1 0.1 0.37
H 7.7084 1.5111 -3.7231 -0.1 0.0 0.1 0.36
H 5.7660 -0.5478 -2.5427 0.0 0.1 0.1 0.27
H 5.6986 1.3329 -1.0213 0.1 -0.1 0.1 0.37
H 7.4045 1.7528 -1.3126 0.0 -0.1 -0.2 0.28
```
Forces are in eV/Å.


Entry 3:
# C35H38F5N3ORuTe

C35H38F5N3ORuTe as an isolated structure in a non-equilibrium geometry (ωB97M-V/def2-TZVPD, OMol25).

Its HOMO-LUMO gap (spin up / spin down) is 4.287 / 4.376 eV. The value obtained for the relative energy (zero: lowest compared OMol25 entry of this formula, charge and spin) is 46.36 kcal per mole. As for the HOMO energy (spin up / spin down): -6.57 / -6.61 eV.

XYZ file:
```
84
Properties=species:S:1:pos:R:3:forces:R:3:mulliken_charge:R:1
Ru 0.9283 3.0597 -0.8891 1.0 0.1 1.7 0.46
C 0.3959 5.1981 -2.7856 0.0 0.0 -0.1 -1.04
N -0.1576 4.7003 -1.5053 -0.4 -0.4 0.2 0.60
C -1.5689 4.3109 -1.7067 0.0 0.0 0.1 -1.08
C -0.0133 5.7478 -0.4579 0.1 0.0 0.1 -0.93
C 0.0821 5.1097 0.9092 0.1 0.4 -0.2 -0.49
N 1.0998 4.0591 0.8095 -1.0 -1.0 -1.2 -0.09
C 1.3527 3.2870 1.9601 1.5 -0.1 1.0 1.74
C 2.5543 2.4127 1.7239 -0.7 0.6 0.2 -0.11
F 2.8496 2.0471 0.4545 -0.3 -0.1 -0.7 -0.38
C 3.3888 2.0114 2.7191 0.1 0.5 1.0 0.55
F 4.3903 1.1649 2.4339 0.0 -0.1 -0.1 -0.35
C 3.2919 2.5188 4.0140 0.1 -0.2 -0.2 -0.84
C 2.3565 3.5370 4.2457 0.4 -0.4 -0.2 0.26
F 2.3112 4.0949 5.4666 -0.1 0.0 0.0 -0.33
C 1.5074 3.9763 3.2884 0.2 -0.2 -0.8 -0.70
F 0.6148 4.9315 3.5956 -0.3 0.3 0.1 -0.37
H -0.1670 6.0827 -3.0961 0.0 0.0 0.0 0.36
H 0.3306 4.4106 -3.5297 0.0 0.0 0.0 0.33
H 1.4422 5.4698 -2.6454 0.0 0.0 0.0 0.36
H -2.1509 5.1736 -2.0453 0.0 0.0 0.0 0.35
H -1.9768 3.9370 -0.7692 0.0 0.0 0.0 0.34
H -1.5985 3.5187 -2.4519 0.0 0.0 0.0 0.27
H -0.8329 6.4674 -0.5353 0.0 0.0 0.0 0.33
H 0.9230 6.2683 -0.6636 0.0 0.0 0.0 0.40
H -0.8867 4.6860 1.2067 0.2 -0.1 0.1 0.28
H 0.3300 5.8830 1.6352 0.1 -0.1 0.0 0.43
H 3.9530 2.1821 4.7966 0.0 0.0 0.0 0.48
F 1.0950 2.4742 -2.7534 0.1 0.0 0.2 -0.71
C -2.5827 -6.6596 -3.7573 0.0 0.0 0.0 -1.55
C -2.1139 -5.3104 -3.2845 0.0 0.0 0.0 0.65
C -0.7990 -4.9044 -3.4545 0.0 0.0 0.0 -1.01
C -0.3518 -3.6601 -3.0229 0.1 0.0 0.1 0.78
C 1.0940 -3.3080 -3.2387 0.0 0.0 0.0 -1.28
C -1.2465 -2.7879 -2.3841 0.0 -0.1 0.0 -0.39
Te -0.5763 -0.8696 -1.7478 -0.1 -0.1 -0.1 0.62
N -0.0405 1.7307 0.0614 -0.4 1.5 -0.8 0.25
C -0.3832 1.6795 1.2828 0.2 -0.4 0.8 -0.06
O 0.1344 2.4179 2.2860 -0.8 -0.3 -0.8 -0.46
C -1.3989 0.7293 1.7995 0.0 -0.1 -0.2 0.54
C -1.1788 0.0550 2.9962 0.0 0.0 0.1 -0.54
C -2.1529 -0.7924 3.4973 0.0 0.0 0.0 -0.82
C -3.3531 -0.9514 2.8152 0.0 0.0 0.0 -0.59
C -3.5746 -0.2742 1.6245 0.0 0.0 0.0 -0.65
C -2.5921 0.5586 1.1096 0.0 0.0 0.0 0.17
C 0.8361 -1.4846 -0.2955 0.0 0.0 0.0 0.31
C 0.4530 -2.2731 0.7944 0.0 0.0 0.0 0.94
C -0.9280 -2.8437 0.9321 -0.1 0.0 0.0 -1.49
C 1.3963 -2.5667 1.7780 0.0 0.0 0.0 -0.86
C 2.6991 -2.1010 1.7073 0.0 0.0 0.0 0.62
C 3.6986 -2.3953 2.7930 0.0 0.0 0.0 -1.56
C 3.0626 -1.3419 0.6028 0.0 0.0 0.0 -0.90
C 2.1591 -1.0303 -0.4066 0.0 0.1 0.0 1.36
C 2.6546 -0.2376 -1.5881 0.0 0.0 0.0 -1.94
C -2.5801 -3.1823 -2.2024 0.0 0.0 0.0 1.29
C -3.6262 -2.3498 -1.5048 0.0 0.0 0.0 -1.97
C -2.9859 -4.4334 -2.6612 0.0 0.0 0.0 -0.74
H -1.8026 -7.1733 -4.3178 0.0 0.0 0.0 0.35
H -3.4587 -6.5697 -4.4011 0.0 0.0 0.0 0.36
H -2.8619 -7.2956 -2.9153 0.0 0.0 0.0 0.31
H -0.0966 -5.5702 -3.9437 0.0 0.0 0.0 0.27
H 1.5776 -4.0533 -3.8694 0.0 0.0 0.0 0.41
H 1.6338 -3.2604 -2.2898 0.0 0.0 0.0 0.23
H 1.1957 -2.3292 -3.7100 0.0 0.0 0.0 0.23
H -0.2466 0.2003 3.5252 0.0 0.0 0.0 0.48
H -1.9799 -1.3264 4.4223 0.0 0.0 0.0 0.44
H -4.1164 -1.6085 3.2115 0.0 0.0 0.0 0.40
H -4.5084 -0.4002 1.0935 0.0 0.0 0.0 0.48
H -2.7392 1.0833 0.1741 0.0 0.0 0.0 0.34
H -1.6917 -2.0942 0.7166 0.0 0.0 0.0 -0.09
H -1.0860 -3.2228 1.9414 0.0 0.0 0.0 0.43
H -1.0811 -3.6654 0.2285 0.0 0.0 0.0 0.45
H 1.0945 -3.1731 2.6256 0.0 0.0 0.0 0.31
H 3.2886 -3.0826 3.5322 0.0 0.0 0.0 0.36
H 3.9937 -1.4800 3.3093 0.0 0.0 0.0 0.24
H 4.6053 -2.8412 2.3823 0.0 0.0 0.0 0.36
H 4.0804 -0.9744 0.5239 0.0 0.0 0.0 0.32
H 3.6453 0.1668 -1.3813 0.0 0.0 0.0 0.43
H 1.9946 0.5821 -1.8785 0.1 -0.1 0.1 0.27
H 2.7272 -0.8789 -2.4705 0.0 0.0 0.0 0.31
H -3.3448 -1.3040 -1.4154 0.0 0.0 0.0 0.11
H -3.7940 -2.7259 -0.4920 0.0 0.0 0.0 0.28
H -4.5751 -2.4117 -2.0393 0.0 0.0 0.0 0.63
H -4.0217 -4.7253 -2.5188 0.0 0.0 0.0 0.44
```
Forces are in eV/Å.


Entry 4:
# C5H9Cl2F

A 2-piece molecular cluster, C5H9Cl2F overall in a non-equilibrium geometry (ωB97M-V/def2-TZVPD, OMol25).

Its structure (SMILES) is FC(Cl)Cl.C=C(C)C. Its HOMO-LUMO gap is 10.297 eV. The value obtained for the relative energy (zero: lowest compared OMol25 entry of this formula, charge and spin) is 56.63 kcal per mole. As for the HOMO energy: -9.59 eV.

XYZ file:
```
17
Properties=species:S:1:pos:R:3:forces:R:3:mulliken_charge:R:1
F -3.3598 0.8887 2.8324 -1.2 -1.0 0.7 -0.20
C -2.5999 -0.2183 3.0918 3.0 1.7 -1.6 0.62
Cl -3.2784 -1.7985 2.6250 0.0 1.2 0.3 -0.11
Cl -2.0445 -0.2095 4.8140 -0.6 0.0 -1.0 -0.15
H -1.7016 0.1146 2.3963 -1.3 -1.9 1.6 -0.17
C -1.3685 0.0056 -0.5581 1.1 1.1 1.6 -1.19
C -0.0587 0.0127 -0.3787 1.5 -1.1 0.0 0.98
C 0.9994 -0.8554 -1.0728 -1.4 -0.9 -1.9 -1.15
C 0.7838 0.9572 0.4181 -5.8 2.3 0.6 -1.42
H -2.0454 0.6326 -0.0114 0.0 0.7 0.2 0.34
H -1.8504 -0.6888 -1.1269 -1.0 -1.9 -1.7 0.33
H 1.8794 -1.0775 -0.3977 -0.9 0.5 -1.2 0.28
H 1.1473 -0.2707 -2.0324 1.1 -0.3 1.2 0.29
H 0.6292 -1.8003 -1.5709 0.1 0.6 1.1 0.35
H 1.3141 1.4469 -0.3083 2.2 1.3 -1.2 0.51
H 0.0694 1.7520 0.8744 1.3 -1.1 -0.4 0.29
H 1.2815 0.4706 1.1670 1.7 -1.0 1.7 0.42
```
Forces are in eV/Å.


Entry 5:
# C15H22NO2

C15H22NO2 as an isolated structure in a non-equilibrium geometry (ωB97M-V/def2-TZVPD, OMol25).

The total charge is +1. Its HOMO-LUMO gap is 8.292 eV. The value obtained for the relative energy (zero: lowest compared OMol25 entry of this formula, charge and spin) is 324.93 kcal per mole. As for the HOMO energy: -11.34 eV.

XYZ file:
```
40
Properties=species:S:1:pos:R:3:forces:R:3:mulliken_charge:R:1
C 4.6018 -0.2395 2.4906 7.8 -1.0 -7.0 -0.91
C 3.9713 -1.1652 1.9052 1.0 -5.7 -4.8 0.05
C 2.6767 -1.7186 2.2309 4.2 1.8 12.5 -0.44
H 2.1533 -1.0052 2.9493 -0.4 -0.3 -1.5 0.41
H 2.9383 -2.4946 3.1588 -0.4 1.3 -2.3 0.27
O 2.0207 -2.3584 1.3833 -3.3 -5.4 -3.1 -0.27
C 1.5162 -1.6393 0.4968 -1.4 9.7 -8.7 0.48
C 1.7565 0.0192 0.3271 0.3 -3.3 2.8 -0.42
C 1.2247 0.7311 -0.6877 -2.6 -6.5 -1.1 -0.72
C 0.3869 0.0945 -1.6818 2.3 -2.8 -1.7 1.01
C 0.3859 -1.3881 -1.8855 0.9 5.2 4.3 -0.34
C 0.9918 -2.0378 -0.7650 -1.1 -1.1 2.0 -0.87
H 0.7150 -3.0145 -0.5322 -0.2 -2.5 -1.1 0.39
H -0.2480 -1.8503 -2.6077 0.1 -0.5 -0.4 0.34
C -0.1240 1.0199 -2.7806 -10.3 -16.4 3.5 -2.16
H -0.4686 0.1513 -3.5948 1.0 3.1 1.3 0.31
H 0.4315 1.6537 -2.9888 8.9 10.8 -4.0 1.10
N -1.4138 1.5397 -2.2346 3.5 5.9 -6.2 0.23
H -1.2019 2.2217 -1.5510 0.4 1.0 2.0 0.36
H -1.7203 2.1600 -3.0439 0.0 -0.7 1.1 0.49
C -2.4437 0.8201 -1.8374 -5.2 -10.0 -0.3 -1.00
H -2.4288 -0.4038 -2.4238 0.1 3.7 1.1 0.22
H -3.4493 1.1875 -2.1859 1.2 0.0 0.9 0.45
C -2.3867 0.3717 -0.3510 3.6 8.0 -4.6 0.26
C -3.5747 0.4888 0.2168 -10.7 -8.7 5.2 -1.08
H -3.9100 -0.7219 0.5763 0.9 2.7 -0.9 0.28
H -4.6143 0.6423 -0.0650 0.6 0.6 -2.4 0.46
C -3.5978 1.1927 1.4657 -1.9 -3.0 9.6 -0.49
H -4.5767 1.3507 2.0715 1.0 0.0 -2.1 0.42
C -2.8691 2.3004 1.1447 4.6 6.5 -3.0 -0.52
H -2.1987 2.9026 1.7807 -0.5 -0.9 0.8 0.29
H -3.3594 3.1739 0.6099 -0.4 -1.3 0.2 0.22
O -1.8791 1.7568 0.1689 0.6 0.1 0.5 -0.51
H -3.0824 0.6832 2.5476 -0.6 0.7 -3.4 0.23
H -1.6477 -0.2374 -0.0481 2.1 -2.7 0.7 0.65
H 1.2691 1.6932 -0.8720 0.9 4.9 0.1 0.71
H 2.2850 0.5813 1.1033 -0.1 -0.5 -0.3 0.32
H 4.4856 -2.0143 1.1242 -1.0 3.0 1.6 0.09
H 5.6695 0.1403 2.1564 -2.2 -1.3 0.6 0.20
H 4.3115 0.2090 3.2278 -3.8 5.2 8.0 0.49
```
Forces are in eV/Å.


Listing energy for the structures above in their given order: -1420.8918 -3630.1268 -2458.0868 -1216.0807 -789.2178 Eh.